Computed, not measured: C22H27BN10Pt as an isolated structure, with ωB97M-V/def2-TZVPD.

As for the lowest unoccupied orbital energy: 0.005 hartree. Its largest force on an atom is 2.04 eV/A. As for the energy above the lowest of the compared OMol25 structures with the same formula, charge and spin: 1.512 eV. As for the frontier orbital gap: 8.01 eV.

Positions of all 61 atoms, in Å:
Pt: 0.76 0.34 0.89
C: -0.98 2.17 3.67
C: -1.76 1.97 2.41
C: -3.03 2.44 2.05
C: -3.26 1.98 0.77
C: -4.44 2.18 -0.12
N: -2.17 1.26 0.40
N: -1.26 1.27 1.40
B: -1.87 0.54 -0.93
N: -1.70 -0.97 -0.70
N: -1.10 -1.35 0.45
C: -1.43 -2.61 0.67
C: -1.07 -3.33 1.93
C: -2.25 -3.08 -0.38
C: -2.40 -2.01 -1.23
C: -3.15 -1.91 -2.52
N: -0.57 1.19 -1.49
N: 0.43 1.58 -0.62
C: 1.27 2.37 -1.32
C: 2.39 3.16 -0.72
C: 0.84 2.44 -2.63
C: -0.32 1.69 -2.70
C: -1.20 1.43 -3.87
H: -1.54 2.78 4.37
H: -0.03 2.66 3.46
H: -0.76 1.22 4.14
H: -3.70 3.05 2.64
H: -5.19 2.78 0.40
H: -4.90 1.22 -0.39
H: -4.17 2.69 -1.04
H: -2.80 0.70 -1.67
H: -0.54 -2.68 2.62
H: -0.47 -4.22 1.74
H: -1.98 -3.67 2.43
H: -2.67 -4.06 -0.49
H: -3.70 -2.83 -2.69
H: -2.47 -1.77 -3.36
H: -3.85 -1.08 -2.52
H: 2.53 2.94 0.33
H: 2.15 4.22 -0.82
H: 3.32 2.98 -1.26
H: 1.31 2.99 -3.44
H: -0.91 2.07 -4.70
H: -2.25 1.60 -3.64
H: -1.10 0.39 -4.20
C: 4.11 -3.26 1.78
C: 2.67 -3.38 2.29
C: 1.96 -2.10 2.19
N: 1.45 -1.08 2.12
H: 4.60 -4.23 1.85
H: 4.68 -2.54 2.37
H: 4.13 -2.93 0.74
H: 2.64 -3.69 3.34
H: 2.10 -4.11 1.71
N: 2.72 0.49 0.55
C: 3.67 0.28 -0.09
C: 4.83 0.09 -0.82
C: 4.91 0.66 -2.12
N: 4.95 1.15 -3.17
C: 5.87 -0.70 -0.27
N: 6.71 -1.36 0.18